(A)
This record from OMol25 describes 2 unconnected molecules or ions with the total composition C5H14N4. The level of theory is ωB97M-V/def2-TZVPD.

Total charge: 0
Gap between HOMO and LUMO (alpha / beta), eV: 6.975 / 8.769
Highest occupied orbital energy (alpha / beta), Eh: -0.248 / -0.302

```
23
C5H14N4 ωB97M-V/def2-TZVPD
C 0.71 1.30 2.29
C -0.88 -1.38 1.18
C 0.62 -2.26 -0.42
C -1.30 1.41 -1.98
N 0.85 1.14 0.85
N 0.02 -1.07 0.11
C -0.11 1.18 -1.11
N 1.07 0.90 -1.66
N -0.21 1.48 0.21
H 1.79 0.63 -1.00
H 1.11 0.51 -2.59
H 1.48 2.00 2.64
H 0.91 0.33 2.76
H -0.28 1.65 2.57
H -0.36 -1.85 2.04
H -1.37 -0.47 1.53
H 1.20 -2.03 -1.32
H 1.32 -2.74 0.29
H -0.12 -3.05 -0.68
H -1.66 -2.10 0.88
H -1.44 0.58 -2.67
H -1.17 2.32 -2.57
H -2.18 1.52 -1.35
```

Löwdin atomic charge list, values in e, 6 entries: -0.14 -0.17 -0.16 -0.03 -0.11 -0.10

(B)
This record from OMol25 describes 2 unconnected molecules or ions with the total composition C5H14N4. The level of theory is ωB97M-V/def2-TZVPD.

Total charge: 0
SMILES string: C=NC(=C)N.CN(C)N
Gap between HOMO and LUMO, eV: 8.789
Highest occupied orbital energy, Eh: -0.288

```
23
C5H14N4 ωB97M-V/def2-TZVPD
C -0.61 2.85 -0.07
N 0.07 1.77 -0.27
C 1.23 1.70 0.46
C 2.32 2.31 -0.01
N 1.28 0.94 1.60
H -1.56 2.99 -0.61
H -0.30 3.66 0.61
H 2.30 2.87 -0.93
H 3.27 2.26 0.52
H 0.62 0.18 1.51
H 2.21 0.58 1.78
C -0.33 -3.03 -0.03
N -1.12 -2.03 -0.76
C -1.87 -1.18 0.16
N -0.21 -1.23 -1.54
H -0.77 -3.27 0.94
H 0.70 -2.70 0.16
H -0.29 -3.95 -0.61
H -2.61 -1.78 0.72
H -2.45 -0.42 -0.39
H -1.23 -0.67 0.88
H -0.51 -0.25 -1.64
H -0.13 -1.59 -2.49
```

Löwdin atomic charge list, values in e, 6 entries: 0.01 0.03 -0.58 0.02 0.11 0.07

Going by the energies, (B) is most stable and the next is 98.4 kJ/mol up.

(A)
This record from OMol25 describes a single C2H3BrN2O2 molecule. The level of theory is ωB97M-V/def2-TZVPD.

Total charge: 0
SMILES string: O=[N+]([O-])N1C[C@@H]1Br
Gap between HOMO and LUMO, eV: 10.725
Highest occupied orbital energy, Eh: -0.388

```
10
C2H3BrN2O2 ωB97M-V/def2-TZVPD
O -2.05 1.18 0.50
N -0.93 1.34 0.06
O -0.48 2.24 -0.61
N 0.05 0.52 0.41
C -0.06 -1.16 0.36
C 0.79 -0.28 -0.51
Br 2.64 -0.57 0.03
H -1.06 -1.60 -0.02
H 0.27 -1.67 1.29
H 0.82 -0.01 -1.51
```

Löwdin atomic charge list, values in e, 6 entries: 0.10 -0.47 0.09 0.00 -0.03 -0.67

(B)
This record from OMol25 describes 2 unconnected molecules or ions with the total composition C2H3BrN2O2. The level of theory is ωB97M-V/def2-TZVPD.

Total charge: 0
Gap between HOMO and LUMO (alpha / beta), eV: 8.284 / 7.765
Highest occupied orbital energy (alpha / beta), Eh: -0.329 / -0.327

```
10
C2H3BrN2O2 ωB97M-V/def2-TZVPD
C -0.10 0.45 0.51
C 2.08 -0.63 -0.63
N -1.30 0.65 0.58
N -2.44 0.23 -0.04
O -3.11 1.05 -0.60
O -2.75 -0.92 0.22
Br 3.18 0.01 0.67
H 0.75 0.77 1.06
H 2.14 -0.17 -1.53
H 1.55 -1.43 -0.25
```

Löwdin atomic charge list, values in e, 6 entries: 0.11 -0.53 0.10 -0.46 0.10 0.08

Going by the energies, (A) is most stable and the next is 263.4 kJ/mol up.

(A)
This record from OMol25 describes 5 unconnected molecules or ions with the total composition C5H20O5. The level of theory is ωB97M-V/def2-TZVPD.

2S+1: 2
Total charge: +1
Gap between HOMO and LUMO (alpha / beta), eV: 10.016 / 2.617
Highest occupied orbital energy (alpha / beta), Eh: -0.468 / -0.468

```
30
C5H20O5 ωB97M-V/def2-TZVPD
C 1.31 -0.47 -2.90
O 1.23 -1.81 -2.38
H 0.66 0.15 -2.30
H 2.36 -0.21 -2.75
H 1.03 -0.46 -3.96
H 1.77 -1.81 -1.58
C -1.30 0.72 0.07
O -1.47 -0.53 0.81
H -0.44 0.70 -0.60
H -2.19 0.84 -0.56
H -1.37 1.55 0.78
H -0.74 -0.63 1.43
C -0.41 -1.33 3.61
O 0.44 -0.67 2.66
H -0.43 -0.78 4.55
H -1.25 -1.88 3.18
H 0.23 -2.18 3.84
H 1.17 -0.16 3.02
C 3.21 -2.45 0.58
O 2.45 -1.23 0.62
H 2.65 -3.23 1.10
H 3.52 -2.73 -0.43
H 4.08 -2.41 1.24
H 1.67 -1.30 1.17
C -3.09 3.47 -2.11
O -3.08 4.81 -1.77
H -2.86 3.17 -3.13
H -2.27 2.97 -1.60
H -4.01 2.99 -1.77
H -2.89 4.89 -0.84
```

Löwdin atomic charge list, values in e, 6 entries: -0.01 0.08 0.09 0.12 0.11 0.06

(B)
This record from OMol25 describes 5 unconnected molecules or ions with the total composition C5H20O5. The level of theory is ωB97M-V/def2-TZVPD.

2S+1: 2
Total charge: +1
Gap between HOMO and LUMO (alpha / beta), eV: 9.822 / 2.627
Highest occupied orbital energy (alpha / beta), Eh: -0.475 / -0.475

```
30
C5H20O5 ωB97M-V/def2-TZVPD
C -10.83 1.01 12.05
O -10.32 0.49 13.22
H -10.37 1.94 11.74
H -10.66 0.32 11.23
H -11.90 1.21 12.08
H -9.36 0.50 13.18
C -11.20 -5.08 7.57
O -11.38 -4.60 8.84
H -11.37 -6.16 7.53
H -11.96 -4.67 6.91
H -10.20 -4.90 7.17
H -12.26 -4.78 9.18
C -13.44 1.71 9.91
C -13.34 1.37 8.45
C -13.78 2.57 7.60
O -11.96 1.07 8.26
H -12.70 2.46 10.20
H -13.28 0.78 10.46
H -14.40 2.06 10.29
H -13.98 0.54 8.14
H -13.84 2.34 6.54
H -13.09 3.41 7.54
H -14.74 2.95 7.93
H -11.43 1.86 8.37
O -8.06 0.09 8.99
H -8.69 -0.59 9.25
H -7.76 0.47 9.82
O -10.02 -1.87 9.61
H -10.74 -1.23 9.59
H -10.39 -2.66 9.22
```

Löwdin atomic charge list, values in e, 6 entries: -0.15 0.02 0.11 0.08 0.07 0.11

Going by the energies, (B) is most stable and the next is 175.3 kJ/mol up.

(A)
This record from OMol25 describes a single C4H6ClN3 molecule. The level of theory is ωB97M-V/def2-TZVPD.

Total charge: 0
Gap between HOMO and LUMO (alpha / beta), eV: 7.591 / 7.578
Highest occupied orbital energy (alpha / beta), Eh: -0.267 / -0.267

```
14
C4H6ClN3 ωB97M-V/def2-TZVPD
C 1.16 -0.63 0.05
C 0.64 0.55 -0.07
C -1.32 -1.33 0.06
C 1.39 1.92 0.04
N -1.57 -0.12 0.07
N -0.73 0.80 -0.37
N -1.80 -2.57 -0.15
Cl 2.61 -1.35 0.20
H 0.91 2.72 0.60
H 2.42 1.71 0.41
H 1.39 2.41 -0.92
H -0.94 1.74 -0.10
H -1.34 -3.23 0.46
H -2.83 -2.63 -0.29
```

Löwdin atomic charge list, values in e, 6 entries: -0.62 -0.44 -0.18 -0.05 0.02 -0.03

(B)
This record from OMol25 describes a single C4H6ClN3 molecule. The level of theory is ωB97M-V/def2-TZVPD.

Total charge: 0
SMILES string: [H]/N=C1/NN=C[C@H]1CCl
Gap between HOMO and LUMO, eV: 9.659
Highest occupied orbital energy, Eh: -0.329

```
14
C4H6ClN3 ωB97M-V/def2-TZVPD
H 2.07 -1.21 -0.71
N 2.23 -0.38 -0.09
C 1.09 -0.01 0.41
N 0.95 1.09 1.24
N -0.34 1.43 1.51
C -1.09 0.60 0.91
C -0.33 -0.45 0.18
C -0.68 -0.47 -1.27
Cl -2.30 -1.16 -1.59
H 1.63 1.85 1.40
H -2.15 0.78 0.91
H -0.47 -1.47 0.61
H 0.07 -1.11 -1.79
H -0.67 0.53 -1.71
```

Löwdin atomic charge list, values in e, 6 entries: 0.06 0.12 -0.39 0.01 0.06 -0.14

Going by the energies, (B) is most stable and the next is 409.8 kJ/mol up.